137
Properties=species:S:1:pos:R:3:forces:R:3 method="wB97M-V/def2-TZVPD" relative_energy_ev=46.819 spin_multiplicity=2 homo_energy_ev=-5.00 total_charge=-1 total_energy_ev=-265467.0494 gap_ha=0.183
Rb 0.229505 -2.781758 -0.518204 -0.1 0.4 -0.3
C -4.822763 2.133892 2.859787 -4.1 4.9 5.4
C -3.916598 1.171006 2.625600 6.6 -6.2 -5.2
Ge -4.096470 0.053641 1.060349 0.1 0.0 2.3
C -3.786864 -1.900271 1.234468 -0.3 1.6 1.7
C -4.364323 -2.387214 2.475581 -2.6 -2.0 9.2
C -5.906909 0.312468 0.454884 -3.3 1.7 -4.9
C -5.934791 0.702169 -0.960893 0.6 -0.5 4.2
Ge -3.958798 0.684762 -1.482936 1.2 -0.2 -1.5
C -3.574887 -0.373651 -3.098350 -5.6 -3.7 -1.0
C -2.256063 -0.283758 -3.777444 -3.6 -2.7 -4.0
C -3.299212 2.577528 -1.496249 -2.8 0.8 -6.2
C -4.410896 3.735938 -1.670863 -0.8 1.1 -1.8
C -7.124049 1.276108 -1.754863 0.4 0.7 4.9
C -7.015744 1.311967 -3.088401 -3.9 0.8 -3.8
C -8.092233 1.696182 -3.961279 -0.6 0.4 6.9
C -9.314775 2.117033 -3.298238 0.9 0.2 -3.2
C -9.442864 2.180108 -1.935470 0.0 1.1 4.3
C -8.214697 1.920259 -1.050997 -2.3 -1.9 -8.5
H -4.251048 3.207687 3.434299 -2.3 -2.9 -1.8
H -5.296723 1.400514 3.904822 0.6 2.6 -2.2
H -5.956896 2.362505 2.209060 3.9 -0.8 1.6
H -2.464440 0.883386 2.535427 -4.0 2.2 1.2
H -1.926201 -0.149134 -0.600673 -1.5 0.6 -0.5
H -2.884745 -2.398490 1.147849 2.4 0.0 -0.4
H -4.343953 -2.183399 0.422135 -1.5 -1.2 -2.0
H -3.591458 -3.133133 3.587133 -1.5 -0.2 -3.8
H -5.551128 -2.520187 2.872183 3.2 -0.2 -2.2
H -4.117829 -1.979530 3.558222 -0.3 1.9 -2.4
H -6.946014 0.415375 0.943061 1.7 -0.5 -0.3
H -4.643526 -0.082134 -3.722575 3.2 0.0 0.9
H -3.980449 -1.550947 -3.166707 1.3 2.7 1.4
H -2.493828 0.353372 -4.566857 0.8 1.9 -1.3
H -1.822841 -1.189467 -4.267045 -0.9 0.0 0.7
H -1.571234 -0.052799 -3.141669 4.5 2.2 3.8
H -2.460248 2.753859 -2.232678 -0.8 -0.5 1.0
H -3.039685 2.531125 -0.561540 2.3 0.6 5.2
H -3.916286 4.701688 -2.153532 -0.9 -2.0 1.0
H -4.786064 4.080837 -0.667024 0.2 -0.5 -1.0
H -5.418093 3.543712 -2.412184 3.0 0.1 2.2
H -6.187441 1.006267 -3.599746 2.3 -0.9 -0.8
H -7.993279 1.779291 -4.959877 0.4 0.1 -3.2
H -10.046758 2.533359 -4.057502 0.3 -0.8 1.5
H -10.570698 2.575002 -1.380056 3.9 -1.2 -1.8
H -8.253100 2.075538 -0.078776 -0.1 0.5 4.4
O 2.135770 -4.616048 -0.569028 -1.2 -1.1 -0.7
C 3.205480 -4.058874 -0.367867 1.0 2.5 2.8
O 3.593058 -3.538158 0.740540 -0.4 -0.4 -1.6
C 4.214196 -3.940477 -1.462589 0.3 -3.3 -0.7
C 4.791176 -5.211669 -1.706402 2.1 -2.9 -0.3
C 5.889852 -5.339515 -2.624194 -0.4 0.0 0.2
C 6.287474 -4.237059 -3.444243 0.6 -2.4 -0.7
C 5.533986 -3.095785 -3.297544 1.2 3.2 -2.6
C 4.541186 -2.914857 -2.319377 -0.3 1.3 -0.2
P 3.312351 -1.487657 -2.123890 0.6 -0.7 -0.5
C 3.676576 -0.318510 -3.530994 2.8 1.0 0.5
C 3.127590 -0.616815 -4.744311 -4.5 -3.9 1.4
C 3.449841 0.068538 -5.825468 1.8 3.4 -8.4
C 4.406330 1.094260 -5.898213 0.5 1.2 0.4
C 5.082907 1.409391 -4.630247 0.7 2.9 -4.5
C 4.752930 0.747555 -3.529050 -3.4 -3.5 0.5
C 4.019582 -0.531682 -0.773884 0.7 6.1 1.0
C 3.530116 0.995358 -0.830686 -1.6 -5.3 -2.9
C 3.999339 1.830629 0.071253 0.3 2.7 3.9
C 4.999767 1.407551 1.028529 -0.4 -1.0 -3.2
C 5.626044 0.206000 0.940083 3.5 -1.0 3.4
C 5.082942 -0.725631 0.168711 -4.0 -4.9 -4.7
H 4.475673 -6.309996 -1.188457 0.6 3.7 -1.1
H 6.444648 -6.311839 -2.734077 -0.9 1.0 0.1
H 7.082131 -4.457205 -4.335684 -2.0 1.0 2.5
H 5.843534 -2.221716 -4.103889 -1.3 -2.0 2.3
H 2.181731 -1.414189 -4.927371 2.8 1.9 1.1
H 3.118361 -0.060797 -7.034591 -0.1 -0.5 3.8
H 4.562479 1.749498 -6.948913 -0.3 -2.0 3.3
H 5.819801 2.317578 -4.683595 -1.3 -2.0 0.5
H 5.128204 0.975503 -2.594154 1.1 0.5 1.6
H 2.678185 1.177903 -1.617881 2.1 0.1 1.9
H 3.498491 2.843482 0.316207 1.0 -1.5 -0.9
H 5.519913 2.022689 1.615170 1.1 3.1 2.5
H 6.643620 -0.268254 1.624546 -3.3 2.2 -1.8
H 5.186621 -1.824704 0.148836 1.3 0.5 0.8
O -2.032152 -5.364407 -3.629230 0.8 3.8 -3.1
H 7.051831 -12.653928 1.221556 0.0 0.0 0.0
H -1.891036 -5.643940 -2.790897 0.4 -2.0 4.1
O 2.030192 -0.840241 1.585560 2.5 1.4 -2.4
H 2.845597 -0.698862 0.796676 -2.9 -0.5 3.4
H -0.791810 5.392452 -2.692376 0.4 3.0 0.4
O 2.336505 -5.022200 3.393302 -1.2 -4.2 3.5
H 1.872781 -4.545870 2.775725 -1.3 2.3 -2.9
H 1.577793 -5.691483 3.660729 2.5 1.9 -0.6
O -0.901944 -3.473022 2.371312 0.2 -0.2 -11.3
H -0.915967 -3.468255 3.266227 -0.9 -1.9 4.5
H -1.143686 -4.129034 1.208429 0.6 1.8 6.8
O -0.743006 -3.068724 -3.248383 -3.8 -0.2 0.8
H -1.427817 -4.357114 -3.451629 -0.8 -1.1 -1.0
H 0.158806 -3.110687 -3.334490 3.4 -0.4 -0.6
O 0.890256 0.065428 -1.352859 1.8 -2.6 0.9
H 0.974096 0.088023 -0.382940 -0.3 0.0 -0.7
H 0.332997 0.706500 -1.695012 -2.0 1.9 -0.4
Cl -1.511203 7.892823 -2.424443 -0.5 -0.5 0.2
C -0.583220 6.517769 -3.076211 1.1 -2.0 0.1
H 0.516675 6.894994 -2.870883 -2.2 -1.5 -1.1
H -0.954250 6.303366 -4.106737 1.0 1.1 0.4
C -0.294563 4.387913 1.914123 -4.2 3.3 -3.5
C -0.238720 4.042704 3.187182 3.3 -4.9 0.9
C 0.554516 2.577204 3.498098 -5.4 9.6 8.4
C 1.012964 1.917205 2.589577 1.2 -5.5 -10.0
C 0.479228 2.222284 1.128324 1.1 0.5 2.3
C -0.179110 3.464492 0.838280 4.2 -5.1 -0.6
Ge 1.997792 0.282873 3.027194 -0.1 -1.2 -1.1
C 0.848322 -0.782510 4.278050 -2.5 3.8 -2.6
C 1.055621 -1.704235 5.187680 3.1 -2.6 1.1
C -0.071716 -2.401444 5.636074 -0.5 -5.2 3.7
C -1.426920 -2.321349 5.403525 -2.4 5.9 -2.4
C -1.690579 -1.056964 4.590865 1.0 -2.2 -0.6
C -0.572581 -0.456588 4.067741 2.5 -5.5 3.8
C 3.734381 0.900712 3.674176 -3.4 1.8 -0.7
C 4.507733 0.096490 4.414648 3.0 -1.0 6.2
C 5.596898 0.671970 5.172160 -11.3 12.6 -7.7
C 5.968119 2.238078 4.949805 -6.0 -6.8 -1.0
C 4.917570 2.972613 4.348188 4.3 1.8 2.7
C 3.820025 2.293163 3.760650 0.6 5.0 -2.3
H -0.938478 5.368666 1.446617 2.2 -2.1 2.0
H -0.309336 4.625814 4.049945 -0.6 1.1 0.9
H 0.698057 2.410485 4.628085 -0.1 0.2 -1.8
H 0.804855 1.385669 0.426508 -0.9 2.2 0.8
H -0.047311 3.545688 -0.273913 -1.3 1.1 1.1
H 2.189165 -2.047572 5.439814 -3.2 0.6 -0.3
H 0.153360 -3.332737 6.285555 0.1 1.6 -0.8
H -2.496019 -2.513198 5.759846 2.4 -1.6 0.4
H -2.643583 -0.653844 4.072804 1.2 -1.0 1.7
H -0.873729 0.316853 3.637322 -1.3 6.8 -4.5
H 4.232100 -0.863853 5.011952 0.1 0.9 -2.5
H 6.300798 0.225185 5.375594 12.3 -8.7 4.9
H 6.947788 2.459287 5.108157 2.3 1.3 0.9
H 5.391219 4.213840 4.625088 -2.8 -3.2 -1.9
H 3.256207 3.266310 3.047345 0.9 -3.9 2.1